1.
# C43H39CdN2OPS

A molecular structure, C43H39CdN2OPS (ωB97M-V/def2-TZVPD, the Open Molecules 2025 dataset).

Geometry as ORCA input:
```
! RIJCOSX wB97M-V def2-TZVPD def2/J DEFGRID3
* xyz 0 1
Cd -0.193 -2.175 0.123
C 7.335 -4.045 1.473
C 6.255 -4.856 1.797
C 4.971 -4.470 1.450
C 4.740 -3.260 0.794
C 5.831 -2.457 0.471
C 7.120 -2.850 0.805
P 2.999 -2.843 0.415
C 3.153 -1.263 -0.515
C 2.924 -1.277 -1.888
C 3.009 -0.109 -2.637
C 3.315 1.089 -2.015
C 3.536 1.121 -0.642
C 3.456 -0.046 0.100
C 2.358 -2.182 1.982
C 3.084 -1.983 3.150
C 2.468 -1.393 4.247
C 1.143 -0.996 4.160
C 0.425 -1.203 2.985
C 1.011 -1.816 1.877
H 8.340 -4.348 1.737
H 6.414 -5.795 2.312
H 4.133 -5.115 1.693
H 5.678 -1.520 -0.048
H 7.958 -2.216 0.544
H 2.681 -2.214 -2.376
H 2.823 -0.139 -3.703
H 3.380 2.003 -2.593
H 3.773 2.059 -0.153
H 3.617 -0.013 1.172
H 4.127 -2.274 3.201
H 3.027 -1.237 5.161
H 0.663 -0.533 5.013
H -0.615 -0.892 2.955
C -6.800 -5.100 -0.262
C -6.006 -5.387 0.838
C -4.701 -4.924 0.888
C -4.164 -4.152 -0.144
C -4.969 -3.886 -1.253
C -6.272 -4.355 -1.308
C -2.761 -3.698 -0.014
C -2.152 -2.637 -0.567
C -2.883 -1.618 -1.349
C -2.589 -1.374 -2.690
C -3.201 -0.337 -3.377
C -4.103 0.495 -2.730
C -4.402 0.267 -1.391
C -3.803 -0.782 -0.710
H -7.819 -5.463 -0.311
H -6.400 -5.977 1.656
H -4.080 -5.158 1.746
H -4.576 -3.323 -2.087
H -6.878 -4.140 -2.179
H -2.181 -4.344 0.644
H -1.859 -1.997 -3.194
H -2.961 -0.169 -4.419
H -4.579 1.307 -3.266
H -5.117 0.900 -0.877
H -4.034 -0.956 0.334
C -3.400 4.728 -1.107
C -2.373 4.971 -0.008
C -2.006 3.700 0.753
N -1.518 2.649 -0.136
C -0.453 1.860 -0.008
S -0.293 0.495 -0.943
N 0.521 2.166 0.932
C 1.189 3.360 1.186
O 1.895 3.452 2.165
C 1.076 4.465 0.190
C 1.146 5.769 0.669
C 1.083 6.834 -0.215
C 0.978 6.595 -1.580
C 0.942 5.293 -2.060
C 0.986 4.224 -1.177
H -3.685 5.662 -1.590
H -4.309 4.271 -0.709
H -3.010 4.073 -1.890
H -2.776 5.678 0.722
H -1.473 5.427 -0.423
H -2.889 3.313 1.272
H -1.255 3.893 1.514
H -2.168 2.300 -0.829
H 0.984 1.350 1.315
H 1.252 5.933 1.733
H 1.122 7.850 0.155
H 0.933 7.427 -2.271
H 0.881 5.108 -3.125
H 0.969 3.210 -1.558
*
```

The calculation puts the LUMO energy at -0.003 eV.

Löwdin population analysis, charges in e, atoms 1 to 5:
1. Cd 1.26
2. C -0.09
3. C -0.09
4. C -0.12
5. C -0.39



2.
# C43H39ClF5IO6P2Tl

A molecular structure, C43H39ClF5IO6P2Tl in a non-equilibrium geometry (ωB97M-V/def2-TZVPD, the Open Molecules 2025 dataset).

Geometry as ORCA input:
```
! RIJCOSX wB97M-V def2-TZVPD def2/J DEFGRID3
* xyz 1 1
Tl -0.677 -0.805 -0.306
I 2.745 -0.580 0.212
C 3.807 1.114 -0.312
C 5.157 0.908 -0.347
C 6.051 1.967 -0.595
C 5.551 3.214 -0.775
C 4.155 3.458 -0.729
C 3.726 4.799 -0.854
C 2.410 5.124 -0.787
C 1.469 4.094 -0.647
C 1.819 2.765 -0.547
P 0.244 1.785 -0.500
C -0.611 2.597 0.888
C -1.837 3.249 0.777
C -2.374 3.905 1.876
C -1.697 3.911 3.086
C -0.481 3.251 3.204
C 0.059 2.594 2.109
C -0.607 2.300 -2.032
C 0.088 2.861 -3.101
C -0.554 3.092 -4.311
C -1.886 2.747 -4.475
C -2.586 2.177 -3.420
C -1.950 1.951 -2.210
C 3.215 2.397 -0.529
H 5.552 -0.082 -0.170
H 7.116 1.779 -0.613
H 6.210 4.055 -0.949
H 4.479 5.566 -0.990
H 2.078 6.151 -0.850
H 0.422 4.371 -0.637
H -2.364 3.276 -0.166
H -3.319 4.422 1.781
H -2.109 4.442 3.935
H 0.053 3.258 4.146
H 1.023 2.101 2.196
H 1.133 3.119 -2.999
H -0.003 3.534 -5.130
H -2.378 2.919 -5.423
H -3.624 1.896 -3.543
H -2.512 1.506 -1.402
F -3.143 -1.651 -2.658
C -3.638 -1.166 -1.520
C -2.812 -0.763 -0.491
C -3.400 -0.216 0.633
F -2.626 0.232 1.635
C -4.767 -0.089 0.767
F -5.305 0.444 1.858
C -5.578 -0.524 -0.268
F -6.892 -0.417 -0.165
C -5.016 -1.053 -1.417
F -5.802 -1.438 -2.414
C -0.809 0.023 5.613
C -0.779 -0.058 4.107
O -0.223 -1.327 3.739
P -0.199 -1.971 2.270
O 0.642 -3.253 2.646
C 2.064 -3.228 2.889
C 2.357 -4.084 4.094
O -1.658 -2.572 2.026
C -2.292 -3.566 2.883
C -3.357 -2.907 3.723
H -1.290 0.952 5.924
H 0.201 -0.003 6.024
H -1.370 -0.813 6.030
H -0.153 0.728 3.688
H -1.781 0.047 3.694
H 2.396 -2.199 3.050
H 2.548 -3.618 1.993
H 1.888 -3.669 4.986
H 3.434 -4.141 4.253
H 1.976 -5.094 3.937
H -1.532 -4.051 3.492
H -2.708 -4.310 2.207
H -2.927 -2.131 4.357
H -3.831 -3.651 4.364
H -4.128 -2.454 3.096
C 0.386 -0.309 -4.224
C 1.327 -1.454 -3.984
C 2.612 -1.445 -4.505
C 3.467 -2.515 -4.294
Cl 5.063 -2.483 -4.983
C 3.061 -3.598 -3.544
C 1.780 -3.618 -3.003
C 0.922 -2.554 -3.233
O -0.378 -2.493 -2.751
C -0.838 -3.649 -2.050
C -0.139 -3.841 -0.723
O -0.026 -4.941 -0.239
O 0.338 -2.741 -0.168
H 0.916 0.549 -4.631
H -0.104 0.003 -3.298
H -0.416 -0.586 -4.912
H 2.947 -0.598 -5.090
H 3.735 -4.427 -3.373
H 1.490 -4.466 -2.401
H -0.731 -4.553 -2.645
H -1.895 -3.479 -1.859
*
```

The calculation puts the LUMO energy at -4.005 eV.

Löwdin population analysis, charges in e, atoms 1 to 5:
1. Tl 0.89
2. I 1.15
3. C -0.62
4. C -0.16
5. C -0.05



3.
# C43H39ClN5O2RbSSeSi

A molecular structure, C43H39ClN5O2RbSSeSi (ωB97M-V/def2-TZVPD, the Open Molecules 2025 dataset).

Geometry as ORCA input:
```
! RIJCOSX wB97M-V def2-TZVPD def2/J DEFGRID3
* xyz -2 1
Rb -0.400 -1.491 1.015
Cl -0.604 -6.093 7.655
C -0.334 -4.897 6.400
C -0.508 -3.534 6.699
C -0.295 -2.585 5.742
C 0.119 -2.911 4.395
O 0.326 -2.009 3.548
C 0.269 -4.324 4.131
C 0.637 -4.854 2.833
O 0.889 -4.255 1.802
C 0.040 -5.275 5.141
H -0.816 -3.247 7.697
H -0.428 -1.533 5.960
H 0.682 -5.968 2.825
H 0.164 -6.326 4.903
C 0.039 -1.128 -4.173
C 0.201 0.049 -3.211
C -0.900 1.066 -3.344
C -0.758 2.163 -4.182
C -1.772 3.102 -4.312
C -2.936 2.949 -3.577
C -3.114 1.863 -2.726
C -4.358 1.767 -1.878
C -5.549 1.135 -2.600
C -2.098 0.901 -2.633
N -2.235 -0.194 -1.759
C -2.919 -1.187 -2.189
C -3.246 -2.365 -1.445
C -3.892 -3.498 -1.977
C -3.982 -4.411 -0.922
C -3.404 -3.762 0.182
N -2.967 -2.529 -0.117
H 0.852 -1.850 -4.061
H 0.022 -0.781 -5.210
H -0.899 -1.652 -3.980
H 1.157 0.548 -3.387
H 0.215 -0.320 -2.183
H 0.175 2.292 -4.721
H -1.640 3.966 -4.953
H -3.718 3.701 -3.634
H -4.629 2.777 -1.556
H -4.131 1.197 -0.976
H -5.770 1.672 -3.527
H -6.442 1.158 -1.971
H -5.348 0.094 -2.855
H -3.289 -1.186 -3.226
H -4.233 -3.618 -2.996
H -4.415 -5.402 -0.937
H -3.298 -4.154 1.187
S 2.026 -4.724 -2.606
C 0.335 -4.865 -2.861
C -0.323 -3.961 -2.090
N 0.483 -3.167 -1.314
C 1.731 -3.465 -1.476
H -0.089 -5.586 -3.540
H -1.397 -3.832 -2.030
H 2.533 -2.970 -0.945
C -2.247 6.018 1.525
C -2.337 5.313 0.329
C -1.490 4.242 0.082
C -0.521 3.827 1.004
C -0.452 4.555 2.196
C -1.294 5.630 2.458
Si 0.544 2.245 0.633
C 2.241 2.884 1.342
C 3.217 3.545 0.589
C 4.457 3.887 1.117
C 4.763 3.587 2.438
C 3.812 2.940 3.218
C 2.584 2.591 2.669
H -2.908 6.855 1.724
H -3.070 5.600 -0.420
H -1.574 3.717 -0.865
H 0.289 4.283 2.944
H -1.202 6.167 3.397
H 0.840 2.662 -0.817
H 2.995 3.795 -0.444
H 5.189 4.387 0.490
H 5.732 3.844 2.851
H 4.034 2.686 4.249
H 1.873 2.045 3.283
Se 3.075 -1.801 2.340
N 2.464 -0.963 0.898
C 3.499 -0.385 0.317
C 3.405 0.391 -0.882
C 4.539 0.917 -1.400
C 5.813 0.726 -0.767
C 5.943 0.015 0.378
C 4.775 -0.572 0.961
N 4.758 -1.298 2.063
H 2.425 0.572 -1.303
H 4.490 1.533 -2.289
H 6.684 1.186 -1.219
H 6.896 -0.120 0.873
*
```

The calculation puts the LUMO energy at 3.615 eV.

Löwdin population analysis, charges in e, atoms 1 to 5:
1. Rb 0.61
2. Cl 0.57
3. C -0.69
4. C -0.13
5. C -0.01



- Which of these has the highest LUMO?
  C43H39ClN5O2RbSSeSi



- The highest LUMO belongs to which entry?
  C43H39ClN5O2RbSSeSi



What did the third record say?
# C43H39ClN5O2RbSSeSi

A molecular structure, C43H39ClN5O2RbSSeSi (ωB97M-V/def2-TZVPD, the Open Molecules 2025 dataset).

Geometry as ORCA input:
```
! RIJCOSX wB97M-V def2-TZVPD def2/J DEFGRID3
* xyz -2 1
Rb -0.400 -1.491 1.015
Cl -0.604 -6.093 7.655
C -0.334 -4.897 6.400
C -0.508 -3.534 6.699
C -0.295 -2.585 5.742
C 0.119 -2.911 4.395
O 0.326 -2.009 3.548
C 0.269 -4.324 4.131
C 0.637 -4.854 2.833
O 0.889 -4.255 1.802
C 0.040 -5.275 5.141
H -0.816 -3.247 7.697
H -0.428 -1.533 5.960
H 0.682 -5.968 2.825
H 0.164 -6.326 4.903
C 0.039 -1.128 -4.173
C 0.201 0.049 -3.211
C -0.900 1.066 -3.344
C -0.758 2.163 -4.182
C -1.772 3.102 -4.312
C -2.936 2.949 -3.577
C -3.114 1.863 -2.726
C -4.358 1.767 -1.878
C -5.549 1.135 -2.600
C -2.098 0.901 -2.633
N -2.235 -0.194 -1.759
C -2.919 -1.187 -2.189
C -3.246 -2.365 -1.445
C -3.892 -3.498 -1.977
C -3.982 -4.411 -0.922
C -3.404 -3.762 0.182
N -2.967 -2.529 -0.117
H 0.852 -1.850 -4.061
H 0.022 -0.781 -5.210
H -0.899 -1.652 -3.980
H 1.157 0.548 -3.387
H 0.215 -0.320 -2.183
H 0.175 2.292 -4.721
H -1.640 3.966 -4.953
H -3.718 3.701 -3.634
H -4.629 2.777 -1.556
H -4.131 1.197 -0.976
H -5.770 1.672 -3.527
H -6.442 1.158 -1.971
H -5.348 0.094 -2.855
H -3.289 -1.186 -3.226
H -4.233 -3.618 -2.996
H -4.415 -5.402 -0.937
H -3.298 -4.154 1.187
S 2.026 -4.724 -2.606
C 0.335 -4.865 -2.861
C -0.323 -3.961 -2.090
N 0.483 -3.167 -1.314
C 1.731 -3.465 -1.476
H -0.089 -5.586 -3.540
H -1.397 -3.832 -2.030
H 2.533 -2.970 -0.945
C -2.247 6.018 1.525
C -2.337 5.313 0.329
C -1.490 4.242 0.082
C -0.521 3.827 1.004
C -0.452 4.555 2.196
C -1.294 5.630 2.458
Si 0.544 2.245 0.633
C 2.241 2.884 1.342
C 3.217 3.545 0.589
C 4.457 3.887 1.117
C 4.763 3.587 2.438
C 3.812 2.940 3.218
C 2.584 2.591 2.669
H -2.908 6.855 1.724
H -3.070 5.600 -0.420
H -1.574 3.717 -0.865
H 0.289 4.283 2.944
H -1.202 6.167 3.397
H 0.840 2.662 -0.817
H 2.995 3.795 -0.444
H 5.189 4.387 0.490
H 5.732 3.844 2.851
H 4.034 2.686 4.249
H 1.873 2.045 3.283
Se 3.075 -1.801 2.340
N 2.464 -0.963 0.898
C 3.499 -0.385 0.317
C 3.405 0.391 -0.882
C 4.539 0.917 -1.400
C 5.813 0.726 -0.767
C 5.943 0.015 0.378
C 4.775 -0.572 0.961
N 4.758 -1.298 2.063
H 2.425 0.572 -1.303
H 4.490 1.533 -2.289
H 6.684 1.186 -1.219
H 6.896 -0.120 0.873
*
```

The calculation puts the LUMO energy at 3.615 eV.

Löwdin population analysis, charges in e, atoms 1 to 5:
1. Rb 0.61
2. Cl 0.57
3. C -0.69
4. C -0.13
5. C -0.01